No. 1
C12H18 | ωB97M-V with the def2-TZVPD basis set

```
30
C12H18 ωB97M-V with the def2-TZVPD basis set
C 1.2694 -0.6714 -0.2645
C 1.2580 0.6627 -0.2997
C -1.2608 -0.6877 -0.2594
C -1.2789 0.6467 -0.2805
C 0.0070 -0.8449 0.5679
C -0.0052 0.8674 0.5253
C 2.0975 -1.7437 -0.8712
C 2.1156 1.7027 -0.9236
C -2.0837 -1.7559 -0.8822
C -2.1538 1.6785 -0.8912
C 0.0098 -1.6370 1.8396
C 0.0104 1.7560 1.7325
H 2.9010 -1.3244 -1.4720
H 1.4748 -2.3779 -1.5022
H 2.5320 -2.3726 -0.0934
H 2.7923 2.1308 -0.1808
H 1.5036 2.5099 -1.3227
H 2.7143 1.2769 -1.7261
H -1.5242 -2.2464 -1.6805
H -2.9944 -1.3378 -1.3058
H -2.3482 -2.5141 -0.1458
H -2.3580 2.4708 -0.1714
H -3.0974 1.2427 -1.2142
H -1.6656 2.1289 -1.7568
H -0.8758 -1.4079 2.4291
H 0.8945 -1.4044 2.4300
H 0.0132 -2.7045 1.6178
H -0.9219 1.6700 2.2876
H 0.1374 2.7952 1.4248
H 0.8371 1.4916 2.3896
```

Structure (SMILES): CC1=C(C)[C@]2(C)C(C)=C(C)[C@]12C
Frontier orbital gap, eV: 8.93
Maximum force, eV/A: 2.6

No. 2
C12H18BBeCl6F10N3O4S2 | ωB97M-V with the def2-TZVPD basis set

```
57
C12H18BBeCl6F10N3O4S2 ωB97M-V with the def2-TZVPD basis set
Be -0.5887 -1.4556 -1.6845
B 0.7501 0.1891 -0.0556
F 0.7267 0.6675 -1.3899
F -0.5933 -0.1666 0.3305
F 1.4197 -1.0439 -0.1593
F 1.2340 1.0494 0.8822
C -1.7519 -5.5415 -2.8058
F -1.6208 -6.5262 -3.6691
F -2.7927 -4.8059 -3.1442
F -1.9014 -6.0558 -1.5981
S -0.1317 -4.4516 -2.7921
O 0.9762 -5.2608 -3.1880
O -0.3611 -3.4075 -3.7741
N -0.0866 -3.6447 -1.2966
S 0.7994 -4.5856 -0.3649
O 0.5019 -5.9885 -0.4502
O 2.2010 -4.2996 -0.4196
C 0.2303 -4.1421 1.4244
F -1.1028 -4.1241 1.5157
F 0.6658 -5.0850 2.2270
F 0.7503 -2.9678 1.7493
C -4.1826 1.8082 -2.1754
C -3.1498 0.8340 -1.8917
N -2.3089 0.0952 -1.6703
H -4.4877 2.3519 -1.2792
H -5.0829 1.3023 -2.5221
H -3.8434 2.5764 -2.8681
C 2.4120 0.5682 3.9002
C 1.5218 1.4623 4.6162
N 0.7796 2.1645 5.1401
H 3.1763 1.1291 3.3682
H 1.8989 -0.1396 3.2527
H 2.8908 -0.0639 4.6524
Cl -4.3941 0.0445 1.6932
C -2.8665 0.5171 2.5040
C -2.4199 1.8937 1.9853
Cl -3.4244 3.1989 2.6916
H -2.1651 -0.2987 2.3571
H -3.0637 0.5984 3.5713
H -2.5676 1.8500 0.9106
H -1.3986 2.0805 2.3073
Cl -2.1671 4.3629 -0.4174
C -0.5598 3.6524 -0.4607
C 0.2632 3.9825 -1.6967
Cl -0.5868 3.5157 -3.1934
H -0.5255 2.5666 -0.4040
H 0.0955 3.9929 0.3440
H 1.2230 3.4702 -1.6359
H 0.5692 5.0261 -1.7677
Cl 4.9120 1.0672 -2.1204
C 3.9438 1.7871 -0.8331
C 4.6853 2.6520 0.1588
Cl 5.3922 1.6620 1.4577
H 3.4714 0.9745 -0.2880
H 3.1915 2.3736 -1.3571
H 3.9888 3.3312 0.6482
H 5.4551 3.2575 -0.3149
```

Frontier orbital gap, eV: 7.55
Maximum force, eV/A: 5.2

LUMO level, record by record: 0.9 -3.3 eV
Relative energy (zero: lowest compared OMol25 entry of this formula, charge and spin), record by record: 40.03 0.00 kcal per mole
HOMO, record by record: -8.05 -10.89 eV